Entry 1:
ORCA calculation (ωB97M-V with the def2-TZVPD basis set) on the molecule CH3BrO2S at a distorted geometry.

Max |F| (eV Å⁻¹): 7.91
DFT total energy (Eh): -3162.4417
Kohn-Sham gap (eV): 9.04
ΔE to the lowest compared entry with this formula, charge and spin (eV): 3.246

Structure (ORCA input):
```
! wB97M-V def2-TZVPD RIJCOSX def2/J DEFGRID3
* xyz 0 1
C 0.458 0.220 0.865
S -0.494 0.024 -0.729
O -0.564 1.229 -1.436
O -2.052 -0.919 -0.105
Br 0.917 -1.253 -1.817
H 1.113 1.084 0.671
H -0.397 0.317 1.556
H 1.019 -0.701 0.994
*
```

Population analysis type Mulliken, resulting atomic charges in e: C -0.809; S 0.838; O -0.436; O -0.543; Br -0.065; H 0.346; H 0.305; H 0.365

---

Entry 2:
ORCA calculation (ωB97M-V with the def2-TZVPD basis set) on the molecule C2H4O2S at a distorted geometry.

Max |F| (eV Å⁻¹): 6.35
DFT total energy (Eh): -627.1865
Kohn-Sham gap (eV): 9.58
ΔE to the lowest compared entry with this formula, charge and spin (eV): 2.656

Structure (ORCA input):
```
! wB97M-V def2-TZVPD RIJCOSX def2/J DEFGRID3
* xyz 0 1
O 0.273 -1.175 -1.634
C 0.138 -0.788 -0.567
O 0.693 -1.380 0.465
C -0.618 0.524 -0.448
S -0.307 1.209 1.236
H 0.198 -1.318 1.570
H 0.098 1.376 -1.077
H -1.690 0.645 -0.738
H 1.215 0.908 1.194
*
```

Atomic partial charges in e from the Mulliken method, atoms 1 to 8: O -0.432; C 0.518; O -0.591; C -0.416; S -0.287; H 0.438; H 0.227; H 0.353

---

Entry 3:
ORCA calculation (ωB97M-V with the def2-TZVPD basis set) on a cluster of 2 separate species, C12H18N4O4S2 in total at a distorted geometry.

Max |F| (eV Å⁻¹): 1.24
DFT total energy (Eh): -1784.3046
Kohn-Sham gap (eV): 9.60

Structure (ORCA input):
```
! wB97M-V def2-TZVPD RIJCOSX def2/J DEFGRID3
* xyz 0 1
N 3.596 3.281 -1.245
C 2.681 2.655 -1.510
C 1.581 1.735 -1.765
C 1.853 0.351 -1.136
C 3.117 -0.122 -1.713
N 4.091 -0.555 -2.112
C 0.741 -0.649 -1.597
C -0.096 -1.299 -0.505
C -1.076 -2.337 -1.088
C -2.552 -2.008 -0.853
S -3.341 -0.946 -2.095
C -3.121 0.701 -1.579
N -3.659 1.672 -2.258
N -3.313 2.843 -1.604
C -2.614 2.499 -0.578
O -2.437 1.138 -0.495
C 2.110 0.400 0.385
S 0.967 1.306 1.402
O 1.399 1.113 2.758
O 0.805 2.655 0.943
H 0.675 2.191 -1.387
H 1.511 1.618 -2.842
H 1.196 -1.445 -2.176
H 0.088 -0.117 -2.284
H -0.703 -0.540 -0.036
H 0.500 -1.751 0.278
H -0.878 -2.498 -2.142
H -0.892 -3.267 -0.558
H -2.725 -1.609 0.141
H -3.116 -2.932 -0.918
H -2.153 3.098 0.184
H 3.055 0.907 0.566
H 2.210 -0.587 0.815
H -0.235 0.691 1.285
C 0.244 -1.577 4.562
O -0.440 -1.272 3.348
H 0.108 -2.638 4.752
H 1.310 -1.361 4.475
H -0.172 -1.011 5.399
H -0.314 -0.333 3.183
*
```

Atomic partial charges in e from the Mulliken method, atoms 1 to 8: N -0.447; C -0.136; C -0.685; C 1.769; C -0.320; N -0.527; C -1.262; C 0.428

---

Entry 4:
ORCA calculation (ωB97M-V with the def2-TZVPD basis set) on the molecule C22H26N4O4 at a distorted geometry.

Max |F| (eV Å⁻¹): 1.06
DFT total energy (Eh): -1373.9364
Kohn-Sham gap (eV): 7.41
ΔE to the lowest compared entry with this formula, charge and spin (eV): 1.860

Structure (ORCA input):
```
! wB97M-V def2-TZVPD RIJCOSX def2/J DEFGRID3
* xyz 0 1
C 3.778 -5.381 1.738
C 3.554 -4.585 3.021
O 3.333 -3.213 2.782
C 2.134 -2.800 2.281
C 1.006 -3.586 2.116
C -0.177 -3.059 1.618
C -0.237 -1.721 1.272
N -1.391 -1.109 0.755
C -2.593 -1.668 0.485
O -2.897 -2.825 0.678
C -3.603 -0.667 -0.085
N -3.053 0.143 -1.166
C -2.581 -0.702 -2.255
C -4.044 1.089 -1.660
C -3.410 2.186 -2.508
O -3.977 2.725 -3.428
N -2.158 2.489 -2.058
C -1.258 3.435 -2.524
C -1.508 4.254 -3.621
C -0.559 5.174 -4.029
C 0.651 5.301 -3.360
C 0.917 4.501 -2.268
C -0.030 3.569 -1.844
C 0.218 2.758 -0.722
N 0.371 2.081 0.194
C 0.889 -0.912 1.434
C 2.069 -1.430 1.932
O 3.224 -0.733 2.104
C 3.223 0.671 1.942
C 2.564 1.399 3.110
H 4.003 -6.416 1.982
H 2.896 -5.350 1.104
H 4.613 -4.958 1.186
H 2.734 -5.017 3.609
H 4.461 -4.608 3.633
H 1.022 -4.630 2.381
H -1.041 -3.690 1.502
H -1.282 -0.128 0.531
H -4.482 -1.247 -0.408
H -3.911 0.000 0.726
H -1.786 -1.351 -1.894
H -3.383 -1.328 -2.667
H -2.187 -0.074 -3.054
H -4.518 1.586 -0.807
H -4.839 0.609 -2.252
H -1.845 1.899 -1.292
H -2.446 4.160 -4.143
H -0.768 5.801 -4.882
H 1.382 6.022 -3.690
H 1.850 4.585 -1.730
H 0.820 0.125 1.154
H 2.751 0.958 0.995
H 4.284 0.933 1.893
H 2.651 2.473 2.966
H 1.512 1.139 3.182
H 3.054 1.123 4.040
*
```

Atomic partial charges in e from the Mulliken method, atoms 1 to 8: C -1.096; C -0.482; O -0.508; C 0.855; C -0.430; C -1.060; C -0.218; N 0.007